The following is a quantum chemistry calculation of a molecular structure, C23H27MoN4O7, from OMol25.

ΔE to the lowest compared entry with this formula, charge and spin (eV): 0.0000
E_LUMO (eV): -4.990
Spin multiplicity: 1
Charge: +1

Cartesian coordinates (Å):
Mo  0.307482  -0.080819  -0.329133
N  -0.442989  1.914267  0.118602
C  -0.216425  2.288246  1.542770
C  -0.422813  1.051298  2.399826
O  -0.729586  1.102465  3.564425
N  -0.213912  -0.086206  1.666426
C  -0.546402  -1.352571  2.266172
C  -0.768615  -2.322805  1.132837
O  -1.039106  -3.469549  1.180145
O  -0.604955  -1.692288  -0.121772
H  -1.446239  1.907722  -0.072769
H  -0.045091  2.607726  -0.513655
H  0.812357  2.631486  1.644046
H  -0.891246  3.082218  1.854727
H  0.262537  -1.749634  2.887097
H  -1.436501  -1.299710  2.897177
C  -0.462311  3.306175  -2.929750
C  0.748251  2.610994  -3.564055
C  1.968064  2.565856  -2.646058
C  0.328065  1.286882  -4.168873
C  0.221100  1.248611  -5.549973
C  -0.246826  0.127968  -6.212946
C  -0.644839  -0.979465  -5.489999
C  -0.572645  -1.014539  -4.104042
C  -1.057546  -2.276252  -3.423867
C  0.086312  -3.067919  -2.780558
C  -2.290937  -2.010829  -2.554127
C  -0.050767  0.128946  -3.439415
N  0.148310  0.076443  -2.064162
H  -0.159385  4.180375  -2.348621
H  -1.023853  2.617624  -2.293767
H  -1.164069  3.642865  -3.692102
H  1.039925  3.225963  -4.416652
H  1.733467  2.250451  -1.632805
H  2.409764  3.560799  -2.578778
H  2.732507  1.888284  -3.030001
H  0.504615  2.125542  -6.117162
H  -0.315329  0.126028  -7.292455
H  -1.027822  -1.848852  -6.007855
H  -1.417480  -2.909852  -4.237350
H  0.694867  -2.480664  -2.099419
H  0.746653  -3.448856  -3.560876
H  -0.308255  -3.917982  -2.224088
H  -2.148967  -1.201043  -1.841103
H  -2.559444  -2.903669  -1.989609
H  -3.135320  -1.742213  -3.189973
O  2.128970  0.898331  0.109792
C  2.791915  -0.182003  -0.058778
O  2.062468  -1.195122  -0.327866
C  4.245189  -0.253714  0.024284
C  4.961383  0.872260  0.427888
C  6.340550  0.809579  0.499226
C  6.956516  -0.379518  0.152821
C  6.268304  -1.508619  -0.250759
C  4.888068  -1.443972  -0.310808
N  8.440774  -0.445073  0.215007
O  9.017631  0.540697  0.613966
O  8.960444  -1.477082  -0.142404
H  4.439752  1.783756  0.683191
H  6.938328  1.651865  0.812772
H  6.811814  -2.405143  -0.507973
H  4.309413  -2.304380  -0.617025

Force components x, y, z for each atom (eV/Å):
Mo 0.0911 0.1376 -0.4803
N 0.0875 0.0630 -0.0141
C -0.0022 0.0191 -0.0173
C 0.0068 0.0231 0.0368
O -0.0006 0.0021 -0.0113
N -0.0564 0.0067 0.0112
C -0.0139 -0.0729 0.0598
C -0.0800 0.0483 -0.3557
O -0.0123 -0.0103 0.0731
O 0.1200 -0.2993 0.2433
H 0.0423 0.0278 -0.0026
H 0.0029 -0.0313 0.0252
H -0.0082 -0.0023 0.0097
H 0.0069 -0.0110 0.0057
H -0.0222 0.0213 0.0188
H 0.0056 0.0048 -0.0140
C -0.0284 -0.0181 0.0117
C 0.0160 0.0080 -0.0468
C 0.0150 0.0216 0.0514
C -0.0354 -0.0003 -0.0349
C -0.0001 0.0180 0.0193
C -0.0072 0.0022 -0.0101
C 0.0130 0.0095 0.0202
C 0.0122 0.0232 -0.0383
C -0.0042 -0.0050 -0.0334
C -0.0119 -0.0071 0.0331
C -0.0024 0.0249 0.0424
C -0.0939 0.0191 0.0967
N -0.0326 -0.1643 0.3421
H 0.0062 0.0149 0.0022
H -0.0014 0.0042 0.0067
H 0.0076 0.0030 -0.0082
H 0.0174 -0.0102 -0.0004
H 0.0122 -0.0153 -0.0207
H -0.0039 0.0069 0.0050
H -0.0053 0.0081 -0.0124
H 0.0063 0.0033 -0.0066
H 0.0048 -0.0024 -0.0069
H -0.0026 -0.0022 -0.0042
H 0.0034 0.0005 0.0101
H 0.0014 0.0325 0.0364
H 0.0021 0.0020 0.0005
H -0.0047 -0.0008 0.0031
H 0.0035 -0.0155 -0.0203
H 0.0052 -0.0016 0.0025
H -0.0008 0.0014 -0.0064
O -0.0300 0.0142 -0.0436
C 0.0345 0.0569 0.0443
O -0.0605 0.0404 -0.0549
C -0.0262 0.0183 0.0475
C 0.0352 -0.0076 -0.0274
C -0.0274 -0.0159 -0.0027
C 0.0363 0.0060 0.0071
C -0.0231 0.0073 -0.0006
C 0.0160 -0.0140 0.0146
N -0.0157 0.0050 -0.0184
O 0.0071 0.0374 0.0186
O 0.0034 -0.0416 -0.0017
H -0.0097 0.0029 0.0023
H 0.0048 0.0016 -0.0051
H 0.0013 -0.0004 0.0028
H -0.0050 0.0021 -0.0050

Atomic partial charges in e from the Löwdin method, atoms 1 to 4:
1 Mo 1.907
2 N -0.055
3 C -0.093
4 C -0.518

***

The following is a quantum chemistry calculation of 2 unconnected molecules or ions with the total composition C23H27N3O10, from OMol25.

SMILES: O=C1c2c(O)cc(O)cc2O[C@H](c2ccc(O)c(O)c2)[C@H]1O.CNC(=O)[C@H](CCC(N)=O)NC(C)=O
E_LUMO (eV): 0.269
Spin multiplicity: 1
Charge: 0

Cartesian coordinates (Å):
O  4.932149  -0.524167  4.266399
C  4.464887  0.436801  3.650995
C  3.283367  0.282271  2.806306
C  2.675157  -0.953494  2.547187
O  3.152115  -2.090596  3.121085
C  1.578191  -1.032594  1.693322
C  1.073732  0.117146  1.095545
O  0.003903  0.070079  0.254633
C  1.667020  1.341516  1.359270
C  2.758415  1.437157  2.213412
O  3.282944  2.683385  2.423228
C  4.051793  2.865083  3.624337
C  4.589245  4.280084  3.594468
C  4.286129  5.170995  4.637172
C  4.713179  6.501725  4.580044
C  5.448720  6.949039  3.485139
O  5.862992  8.244337  3.398841
C  5.772290  6.072612  2.443944
O  6.497896  6.527630  1.370625
C  5.341134  4.743994  2.500497
C  5.156023  1.803780  3.746638
O  5.900795  1.947778  4.977383
H  3.904824  -1.819626  3.695901
H  1.125453  -1.999157  1.502205
H  -0.232872  -0.872287  0.054887
H  1.270750  2.237928  0.896324
H  3.382373  2.757612  4.485481
H  3.708176  4.835611  5.493155
H  4.477401  7.197298  5.378554
H  6.350223  8.316847  2.557073
H  6.614616  5.815005  0.719576
H  5.568247  4.064061  1.686484
H  5.842713  1.894655  2.900192
H  6.303947  1.089422  5.216774
C  -8.487562  -2.901122  -4.224188
N  -7.067935  -3.190863  -4.030928
C  -6.536622  -3.676884  -2.903419
O  -7.227395  -3.920967  -1.918574
C  -5.021406  -3.974554  -2.835827
C  -4.269887  -2.813499  -2.155572
C  -2.784025  -3.111287  -1.873723
C  -2.037065  -1.966000  -1.188926
N  -2.483489  -0.729769  -1.277367
O  -1.017681  -2.163162  -0.544875
N  -4.356584  -4.361793  -4.100086
C  -4.227454  -3.631911  -5.210067
C  -3.484209  -4.276945  -6.355070
O  -4.668668  -2.498237  -5.332326
H  -8.771390  -2.037831  -3.619645
H  -9.089115  -3.757385  -3.911986
H  -8.685900  -2.687433  -5.275287
H  -6.420947  -2.931668  -4.767596
H  -4.936156  -4.830399  -2.165021
H  -4.760778  -2.596708  -1.205339
H  -4.350096  -1.926908  -2.785461
H  -2.713451  -3.995869  -1.239785
H  -2.271904  -3.313727  -2.813726
H  -1.948562  -0.010698  -0.813084
H  -3.310544  -0.520663  -1.807046
H  -3.958976  -5.286863  -4.128581
H  -3.400748  -3.560395  -7.171777
H  -4.031613  -5.153386  -6.695963
H  -2.487763  -4.565004  -6.025829

Force components x, y, z for each atom (eV/Å):
O 0.2363 0.3728 0.0535
C 0.0206 -0.9607 0.0489
C 0.9760 1.2416 0.5916
C -0.1895 -0.9188 0.0349
O -0.2494 0.7248 -0.3325
C 0.1924 -0.5482 0.2285
C -0.1645 -0.2542 -0.1859
O 0.8451 0.1967 0.5802
C 0.1555 1.0498 -0.0177
C -0.7872 0.0295 -0.5947
O 0.1916 -0.6163 0.0258
C 0.5034 0.5681 0.3532
C -0.1006 0.5958 0.1715
C 0.2886 0.0152 -0.5821
C 0.1402 -0.3618 -0.3057
C 0.1187 0.0139 -0.1993
O 0.1963 -0.0490 -0.3426
C -0.5024 -1.5734 0.0439
O 0.0508 0.2110 -0.0002
C -0.3017 0.2850 0.7576
C -0.0074 -0.4884 0.7033
O -0.7309 -0.1698 -0.9234
H -0.1152 -0.0442 -0.0812
H 0.0471 0.0418 0.0414
H -0.1089 0.0365 -0.0148
H 0.0346 -0.0406 0.0691
H 0.0232 -0.0264 -0.0028
H 0.0599 -0.0058 -0.1334
H 0.0554 -0.0386 -0.1277
H -0.1861 0.1734 0.4202
H -0.1122 0.3708 0.4322
H 0.0161 0.0433 -0.0707
H -0.0236 -0.0214 -0.2003
H -0.5215 0.3258 -0.4012
C 0.2816 -0.1557 0.5370
N 0.3989 0.1301 -1.0621
C -0.8747 -0.4222 0.5677
O 0.5216 0.0760 -0.0628
C 0.5098 0.4762 -0.2379
C 0.2079 0.1674 0.1069
C -0.6460 0.4393 -0.0412
C 0.1514 -0.9374 0.1527
N -1.0635 0.9035 -0.6035
O 0.8025 -1.1751 0.2998
N -0.3938 -0.7609 0.9531
C 0.3565 0.6003 -0.9328
C 0.0294 0.0313 0.0983
O -0.2344 0.3353 0.2271
H -0.1365 -0.0465 -0.0416
H 0.0496 0.1070 0.0026
H 0.1979 -0.0422 0.1215
H -0.1468 0.1536 0.1645
H -0.1308 -0.0820 -0.1793
H -0.1747 -0.0330 -0.0589
H -0.1368 -0.0171 -0.1304
H 0.2770 0.0785 0.0315
H 0.1768 -0.0682 0.0000
H -0.1453 0.1634 -0.1051
H 0.0502 0.2832 0.1006
H -0.0978 0.0175 0.0431
H -0.0513 -0.0849 0.1585
H 0.0896 -0.1404 -0.0599
H 0.0807 -0.1750 -0.0893

Atomic partial charges in e from the Löwdin method, atoms 1 to 4:
1 O 0.068
2 C -0.236
3 C -0.029
4 C -0.228

***

Look up the charge of the first one. +1

***

Which of these has the highest charge? C23H27MoN4O7

***

What is the E_LUMO in the second record? 0.269 eV